# 1
Molecular formula: C3H5NO
Method: DFT, ωB97M-V with the def2-TZVPD basis set

Values from the calculation:
HOMO energy, eV: -9.816
HOMO-LUMO gap, Ha: 0.3724
F_max, Eh/bohr: 0.05073
Total energy, eV: -6725.985
Energy above the lowest of the compared OMol25 structures with the same formula, charge and spin, kcal per mole: 82.7

XYZ file:
```
10
Properties=species:S:1:pos:R:3:forces:R:3
C -1.265264 0.039568 -0.042911 0.1461 -0.2140 0.1589
C 0.167292 -0.028812 0.447092 0.6534 -1.2012 -0.8832
O 0.901456 -1.308285 -0.412368 0.0254 0.4075 -1.3194
C 0.948629 1.161395 0.175238 0.6877 0.2306 0.1029
N 1.627020 2.079757 -0.030946 -0.7436 -0.8559 0.2022
H -1.337752 0.309213 -1.107848 0.1927 -0.0921 0.2948
H -1.823234 0.794777 0.527083 0.2767 -0.1390 -0.0275
H -1.754982 -0.921963 0.116721 0.0359 0.0895 -0.0426
H 0.698977 -1.058260 0.839114 -1.0941 1.7050 1.6436
H 1.837858 -1.067394 -0.511171 -0.1804 0.0696 -0.1297
```
Positions in Å, forces in eV/Å.

Atomic partial charges in e from the natural (NBO) method, atoms 1 to 4: -0.64 -0.13 -0.75 0.21

# 2
Molecular formula: C17H24IrN4O7SeSi
Method: DFT, ωB97M-V with the def2-TZVPD basis set

Values from the calculation:
HOMO energy (alpha / beta), eV: -5.339 / -5.339
HOMO-LUMO gap (alpha / beta), Ha: 0.2228 / 0.2195
F_max, Eh/bohr: 0.06928
Total energy, eV: -114377.413
Energy above the lowest of the compared OMol25 structures with the same formula, charge and spin, kcal per mole: 112.9
Net charge: -1

XYZ file:
```
55
Properties=species:S:1:pos:R:3:forces:R:3
Ir 0.038100 -0.011300 -0.124800 -0.4571 0.5396 0.3869
O -2.574500 4.625100 4.956300 0.0850 0.0505 1.4090
C -2.772900 4.785500 3.759200 0.7800 -1.3727 -1.0284
O -3.378500 5.620800 3.105000 -0.6607 1.0006 -0.5330
C -2.107300 3.637400 2.868200 -0.5101 0.7337 0.6347
C -1.574600 2.511500 3.479400 0.2763 -0.3653 -0.4153
C -1.034700 1.509000 2.688000 -0.0310 0.0893 0.8062
N -1.003800 1.595500 1.366300 0.6095 -1.4931 -0.8515
C -1.521200 2.670000 0.782100 -0.3635 0.6273 -1.0391
C -2.092300 3.721200 1.488600 0.4233 -0.7108 -0.1593
C -1.546600 2.658200 -0.752700 -0.3702 1.0222 1.7281
O -2.059700 3.591600 -1.345100 0.0312 -0.2076 -0.2599
O -1.076500 1.605500 -1.277400 1.9742 -2.3662 -0.8909
H -1.585800 2.424800 4.555000 -0.0466 0.0862 0.0715
H -0.628800 0.607500 3.125500 0.0078 -0.0921 0.0191
H -2.514400 4.556600 0.952300 -0.0460 0.0680 0.0717
N 1.835800 -0.143900 1.512600 -0.4182 0.3486 -0.7238
C 1.627500 -1.100000 2.590700 -0.7603 -0.4599 0.0828
C 0.225000 -1.798600 2.512300 1.2574 0.0880 0.9302
O -0.084500 -2.549500 3.424500 0.0004 -0.0471 0.0350
O -0.492000 -1.542900 1.503100 -0.0620 1.2668 -1.9574
H 2.574400 -0.413500 0.872700 -0.0978 0.1158 -0.1615
H 2.025900 0.788700 1.852200 0.0198 0.0601 -0.0302
H 1.690100 -0.619800 3.570500 0.0073 -0.0662 -0.1350
H 2.367000 -1.904600 2.562100 -0.0370 0.1311 0.0098
C -3.410400 0.249100 -2.534800 0.3478 0.5011 -0.7786
N -3.612900 -0.600800 -1.395500 0.2943 -0.6769 0.7227
C -4.711800 -0.630000 -0.592200 -0.3393 -0.1519 0.3345
C -4.532300 -1.629700 0.309300 -0.4050 0.2325 -0.0925
N -3.325000 -2.205600 0.046400 -0.0022 0.8400 -0.6580
C -2.739900 -3.323700 0.727400 0.6604 -0.6511 0.5029
C -2.745700 -1.545000 -0.975400 -0.4978 -0.0055 -0.0428
Se -1.084900 -1.886300 -1.711100 1.2164 1.1390 0.6203
H -4.229100 0.961700 -2.595500 0.0011 -0.0150 0.0491
H -3.372200 -0.355700 -3.442300 -0.0984 0.0064 0.0435
H -2.462400 0.785700 -2.433400 -0.2306 -0.0480 -0.0042
H -5.529300 0.051200 -0.716900 -0.0801 0.1070 -0.0138
H -5.170200 -1.970700 1.098800 -0.0561 -0.0482 0.1347
H -3.474500 -3.769300 1.393300 -0.0743 0.0452 -0.0609
H -1.869500 -2.983200 1.297800 -0.2767 -0.1394 -0.0823
H -2.404700 -4.053800 -0.009400 -0.1014 -0.0215 0.0701
C 2.251500 -1.981900 -3.467900 -0.1310 0.7206 0.4195
Si 2.107900 -0.140200 -2.926100 0.4562 -0.3337 -2.7534
C 3.773700 0.707000 -3.378800 -0.7607 -0.3829 0.3744
C 0.768500 0.598800 -4.073100 0.4323 -0.2305 0.6412
O 1.851900 0.009100 -1.378800 -2.1105 0.0575 2.8697
H 2.497600 -2.075800 -4.520800 0.0165 0.0372 -0.2525
H 1.298100 -2.479500 -3.295900 -0.1033 -0.1323 -0.0318
H 3.008600 -2.510000 -2.896900 0.1736 -0.1071 0.1531
H 3.996700 0.570900 -4.431200 0.0171 -0.0622 -0.2794
H 4.596200 0.295900 -2.802800 0.1806 -0.1043 0.1474
H 3.721100 1.771200 -3.179000 -0.0179 0.2713 0.0583
H 1.081500 0.621400 -5.112500 0.1752 -0.0591 -0.1974
H 0.516100 1.608000 -3.769200 -0.0883 0.2629 0.0943
H -0.135800 0.001200 -4.004500 -0.2097 -0.0981 0.0121
```
Positions in Å, forces in eV/Å.

Atomic partial charges in e from the natural (NBO) method, atoms 1 to 4: 1.31 -0.75 0.75 -0.73

# 3
Molecular formula: C40H25Br2F5IPSTa
Method: DFT, ωB97M-V with the def2-TZVPD basis set

Values from the calculation:
HOMO energy, eV: -16.577
HOMO-LUMO gap, Ha: 0.2143
F_max, Eh/bohr: 0.01752
Total energy, eV: -225307.365
Energy above the lowest of the compared OMol25 structures with the same formula, charge and spin, kcal per mole: 7.2
Net charge: +3

XYZ file:
```
76
Properties=species:S:1:pos:R:3:forces:R:3
Ta 0.637253 -0.368531 -0.624586 0.7587 -0.3579 -0.3288
Br 1.267706 -0.946956 2.003438 0.1189 0.2227 0.0712
C 0.058146 -2.419435 2.102413 -0.0285 -0.0980 0.1006
C -0.001835 -3.146959 3.259903 -0.1121 -0.0819 -0.0604
C -0.949627 -4.182989 3.346050 0.0473 0.0478 0.0173
C -1.804103 -4.418602 2.301139 -0.0061 0.0294 -0.0075
C -1.730897 -3.646657 1.119672 -0.0173 -0.0775 0.0069
C -2.651194 -3.846240 0.061687 -0.0206 -0.0237 0.0702
C -2.630456 -3.079001 -1.079975 0.0620 0.1099 -0.0592
C -1.636357 -2.113771 -1.235595 -0.0289 -0.0691 0.2255
C -0.667157 -1.871747 -0.236474 -0.3230 -0.1202 0.1352
C -0.752783 -2.634080 0.988095 -0.1425 -0.0461 -0.1872
H 0.652259 -2.934164 4.094773 0.0062 0.0094 0.0122
H -1.007984 -4.773685 4.249583 0.0123 -0.0025 0.0028
H -2.555293 -5.194839 2.372529 0.0041 -0.0083 0.0095
H -3.402179 -4.619239 0.177272 0.0000 -0.0135 -0.0205
H -3.360299 -3.239090 -1.861164 -0.0086 0.0079 -0.0048
H -1.633111 -1.537435 -2.152939 0.0189 -0.0252 -0.0928
F 0.723817 -1.929084 -7.455993 0.0012 -0.0019 0.0118
C 0.623804 -1.257935 -6.336699 -0.0006 0.0012 -0.0313
C 0.413069 0.118308 -6.369804 0.0095 -0.0298 0.0498
F 0.321072 0.733231 -7.524248 -0.0036 0.0260 -0.0064
C 0.302731 0.833905 -5.184702 0.0012 -0.0404 -0.0638
F 0.112060 2.138846 -5.218768 -0.0023 0.0056 0.0140
C 0.403470 0.173979 -3.964595 -0.0475 0.0720 0.0215
S 0.332971 1.061017 -2.453450 -0.0561 0.1188 0.0723
C 0.606162 -1.186245 -3.971721 -0.0542 -0.1290 -0.0696
F 0.668417 -1.796432 -2.740447 -0.0546 0.1291 -0.1055
C 0.723167 -1.931865 -5.120883 -0.0042 0.0103 0.0221
F 0.914238 -3.236694 -5.076855 -0.0019 0.0026 0.0244
Br 3.081663 0.949807 -0.223410 -0.1984 0.1086 -0.0362
C 4.531236 -0.252024 0.120010 0.0969 0.1033 0.1110
C 5.685498 0.353669 0.584394 0.0834 -0.2345 0.0060
C 6.796453 -0.449689 0.811933 -0.0051 0.0647 0.0032
C 6.739045 -1.815447 0.581179 -0.0340 -0.0570 -0.0207
C 5.570754 -2.408401 0.119407 0.0240 0.1456 0.0482
C 4.456921 -1.611418 -0.115050 0.3418 0.0147 0.1901
I 2.758572 -2.523310 -0.845319 -0.2271 -0.0830 -0.1801
H 5.731224 1.419064 0.761715 -0.0292 0.0172 -0.0033
H 7.710982 0.002157 1.171005 -0.0020 0.0033 -0.0014
H 7.608036 -2.433586 0.759839 0.0078 0.0040 0.0007
H 5.538892 -3.475088 -0.056363 -0.0206 -0.0105 -0.0058
C -4.056547 3.710567 -1.544349 -0.0220 0.0355 -0.0034
C -3.681039 2.470736 -2.043013 0.0372 -0.0046 0.0391
C -2.676657 1.750277 -1.415514 -0.0871 -0.0534 -0.0192
C -2.046526 2.270070 -0.287154 -0.0187 0.0820 0.0126
C -2.437917 3.511792 0.221310 -0.0244 -0.0054 -0.0262
C -3.440238 4.228144 -0.412419 0.0147 -0.0384 -0.0220
P -0.846408 1.345811 0.689404 0.0664 0.0519 -0.0400
C -1.817385 0.521378 1.974744 -0.0821 0.0342 0.1273
C -1.472595 0.410525 3.322668 0.0095 -0.0409 -0.0121
C -2.324991 -0.228130 4.212421 0.0044 -0.0101 -0.0312
C -3.516855 -0.777597 3.766502 -0.0327 -0.0180 -0.0009
C -3.864401 -0.681487 2.424915 0.0199 0.0103 0.0029
C -3.027621 -0.029096 1.536300 0.0140 -0.0140 -0.0095
C 0.405888 2.549685 1.204923 -0.0495 0.2046 -0.0041
C 0.949921 2.721972 2.477489 0.0142 -0.1010 -0.0322
C 1.937640 3.675102 2.688330 0.0130 0.0054 -0.0320
C 2.390222 4.465197 1.641324 0.0271 -0.0074 0.0150
C 1.849321 4.309748 0.371230 -0.0250 -0.0175 0.0208
C 0.864247 3.361420 0.153175 -0.0254 0.0670 0.0219
H -4.835427 4.276033 -2.037716 -0.0068 -0.0014 -0.0023
H -4.169687 2.066032 -2.918535 -0.0101 0.0015 -0.0098
H -2.403384 0.778079 -1.808932 -0.0127 0.0347 0.0291
H -1.967144 3.927323 1.103620 0.0218 -0.0174 0.0153
H -3.739803 5.190510 -0.021527 0.0004 0.0129 0.0004
H -0.549880 0.810994 3.706207 -0.0098 0.0218 0.0110
H -2.059866 -0.283613 5.259659 0.0110 0.0090 0.0046
H -4.185643 -1.263206 4.464569 0.0058 -0.0026 0.0107
H -4.804361 -1.087470 2.075743 -0.0080 0.0021 -0.0036
H -3.338535 0.071010 0.504281 0.0015 0.0134 -0.0135
H 0.607471 2.149499 3.322784 0.0073 0.0023 0.0031
H 2.339582 3.813853 3.682692 -0.0080 -0.0029 0.0150
H 3.147622 5.216471 1.819737 0.0054 0.0082 0.0010
H 2.173086 4.944548 -0.442467 0.0041 0.0048 -0.0099
H 0.411585 3.300485 -0.829381 -0.0202 -0.0105 0.0011
```
Positions in Å, forces in eV/Å.

Atomic partial charges in e from the Löwdin method, atoms 1 to 4: 0.96 0.91 -0.52 -0.05

# 4
Molecular formula: C5H9N2
Method: DFT, ωB97M-V with the def2-TZVPD basis set

Values from the calculation:
HOMO energy (alpha / beta), eV: -12.629 / -13.464
HOMO-LUMO gap (alpha / beta), Ha: 0.2342 / 0.2932
F_max, Eh/bohr: 0.08485
Total energy, eV: -8298.241
Energy above the lowest of the compared OMol25 structures with the same formula, charge and spin, kcal per mole: 172.8
Net charge: +1

XYZ file:
```
16
Properties=species:S:1:pos:R:3:forces:R:3
C 0.400393 -1.690282 0.363934 0.6861 1.0356 1.3364
C 0.656037 0.716889 1.440081 -0.4917 2.2707 -2.8633
C 1.585569 0.762353 0.391227 -0.0525 -3.2147 2.4547
C 0.289273 -0.210975 0.192456 -1.6067 -2.0363 -1.4094
C -1.587080 1.171968 -0.775208 0.0014 -0.6872 1.0331
N -0.775207 0.040010 -0.534453 -0.0004 -0.5552 -1.1925
N 0.270644 -2.513424 -0.594253 0.1486 2.4028 -1.9758
H 0.751290 0.156239 2.246647 0.7830 -2.3813 3.5711
H -0.081196 1.452051 1.452917 -1.0209 1.2928 0.4113
H 1.482348 1.442324 -0.339381 0.3324 2.5047 -2.3953
H 2.395895 0.073261 0.512560 0.8578 0.2253 -0.4292
H -2.480815 1.015007 -0.176130 -0.0659 0.3837 1.3575
H -2.227710 1.024823 -1.651897 1.2326 0.4216 -0.9034
H -1.060417 2.097472 -0.566456 -0.6111 0.5370 -0.4335
H 0.155754 -3.486364 -0.353789 0.0658 -0.3102 -0.7144
H 0.225221 -2.051353 -1.608254 -0.2585 -1.8895 2.1526
```
Positions in Å, forces in eV/Å.

Atomic partial charges in e from the natural (NBO) method, atoms 1 to 4: 0.29 -0.27 -0.22 -0.01

# 5
Molecular formula: C19H27F4NO6
Method: DFT, ωB97M-V with the def2-TZVPD basis set

Values from the calculation:
HOMO energy, eV: -9.746
HOMO-LUMO gap, Ha: 0.3229
F_max, Eh/bohr: 0.05119
Total energy, eV: -44785.361

XYZ file:
```
57
Properties=species:S:1:pos:R:3:forces:R:3
C 3.866127 -3.027328 0.315098 0.1954 0.4604 0.0814
C 3.990689 -2.308454 -1.089275 0.2047 -0.1498 0.6966
C 2.821808 -1.319714 -1.437987 1.8531 0.0627 -1.2805
O 1.493771 -1.879265 -1.326211 -0.0073 0.2576 1.5556
C 0.896966 -1.631034 -0.114809 -1.1213 0.8370 2.0885
C 0.473022 -2.728076 0.755628 -0.3606 -0.1781 0.5070
C 0.646250 -4.236115 0.326559 0.8185 2.4153 0.6526
O -0.688025 -4.727617 0.068296 1.1442 -0.8612 -1.2227
C -0.726543 -5.585458 -0.992235 -2.0151 -0.7998 0.1279
F -2.052667 -5.900303 -1.185863 1.5683 0.3785 0.2095
F -0.092731 -6.782241 -0.735852 -0.2212 1.6447 -0.5677
F -0.286430 -5.057405 -2.165214 0.0985 -0.6551 1.2970
C -0.137546 -2.514122 2.069926 0.6040 2.1043 -1.4222
F -0.465494 -3.600913 2.829951 0.4107 1.3065 -0.9207
C -0.374345 -1.170769 2.567808 0.6377 -0.0597 -1.4505
C 0.009563 -0.084636 1.695909 0.8077 -0.9458 -1.5943
C 0.636227 -0.270946 0.386403 -0.3086 -1.8199 0.6926
C 0.921618 1.094699 -0.279546 -1.1544 -0.5139 1.7498
O 1.436249 1.391296 -1.319102 0.0180 -0.1804 0.3610
N 0.362268 2.037556 0.653245 0.7580 -0.6196 0.3179
C -0.084836 1.453749 1.872244 0.1453 -0.9118 -0.3743
O -0.452898 2.068207 2.836272 0.1556 -0.2168 -0.2660
H 3.245670 -2.418296 1.032189 0.4688 -0.6823 -0.7367
H 3.434947 -4.060329 0.206092 0.4558 1.0534 0.2824
H 4.883012 -3.079684 0.795268 -0.9958 -0.2788 -0.5415
H 4.179489 -3.092149 -1.867470 -0.4313 0.7792 0.4756
H 4.930875 -1.685255 -1.048864 -1.0018 -0.4462 -0.2283
H 2.955963 -1.032251 -2.518836 -0.4413 -0.2240 1.0668
H 2.985248 -0.383907 -0.853044 -0.6145 -0.8422 -0.2385
H 1.311610 -4.218020 -0.568607 -0.7777 -0.3689 0.5549
H 1.155420 -4.743075 1.182165 -0.7125 -0.0829 -0.8191
H -0.819343 -0.960876 3.561105 0.3421 -0.3097 -0.8407
H 0.825034 2.943952 0.722411 -0.5325 -0.1514 -0.1817
C -1.403945 -0.202141 -5.872572 -0.0870 -0.2559 -0.0889
C -0.714042 -0.166710 -4.517569 0.0601 0.6141 -0.3783
C -0.987287 1.141831 -3.791394 -0.0668 -0.0383 0.2802
O 0.693054 -0.327956 -4.695832 0.0933 -0.3102 0.1577
H -1.037481 0.603008 -6.516751 -0.0470 0.0786 0.1112
H -1.190790 -1.141766 -6.386724 -0.0436 0.0102 0.0785
H -2.486223 -0.099063 -5.767784 0.0363 0.0209 -0.0372
H -1.059783 -1.004323 -3.907597 0.2229 -0.0394 -0.0177
H -0.606848 1.992732 -4.364849 -0.0781 -0.0554 -0.0870
H -0.477822 1.157230 -2.827321 -0.0405 -0.0441 -0.0654
H -2.057444 1.285128 -3.624158 0.0303 0.0288 -0.0392
H 1.009533 0.407581 -5.233908 -0.0699 -0.0443 0.0687
C -3.847640 5.217014 4.579016 -0.2038 0.1552 0.1053
C -2.443346 5.799011 4.529201 -0.0320 -0.6675 -0.1678
C -1.688864 5.316899 3.300133 0.1340 0.1177 -0.1205
O -1.729304 5.420419 5.704698 0.0602 0.2914 0.1675
H -3.814027 4.124645 4.632412 0.0785 0.0220 -0.1253
H -4.374129 5.562389 5.471365 0.0326 0.0529 -0.0664
H -4.426379 5.505062 3.698564 0.0017 -0.0489 0.0281
H -2.498240 6.889924 4.522680 0.0985 -0.0448 0.1990
H -1.582634 4.229029 3.310493 -0.1147 0.0335 -0.0015
H -0.679178 5.733418 3.282423 -0.0730 0.0559 0.0080
H -2.203398 5.608237 2.381205 0.0198 -0.0252 0.0152
H -1.674751 4.457180 5.720612 -0.0026 0.0916 -0.0558
```
Positions in Å, forces in eV/Å.

Atomic partial charges in e from the natural (NBO) method, atoms 1 to 4: -0.63 -0.43 -0.08 -0.52